# C4H4AgO2

A structure of composition C4H4AgO2 in a non-equilibrium geometry (wB97M-V/def2-TZVPD, the OMol25 dataset).

Properties
2S+1: 2
HOMO-LUMO gap (spin up / spin down) (eV): 8.63 / 7.09
Relative energy (zero: lowest compared OMol25 entry of this formula, charge and spin) (kcal/mol): 55.65
Total charge: +2
<S²>: 0.755
F_max (Eh/bohr): 0.158

Each line ends with the Mulliken spin population.
Positions of all 11 atoms, in Å:
C -1.71755 -0.38599 -0.27206  0.713
O -1.57730 -0.40791 -1.56392  0.119
H -2.43855 -0.40194 -2.00201  0.001
C -0.34920 -0.56530 1.41562  0.022
C -0.34391 0.21790 0.28235  0.129
C 0.87282 0.34328 -0.46647  0.005
O 2.00492 0.37448 0.00557  0.012
Ag 3.78622 1.16142 -0.12613  0.003
H -1.15212 -0.42387 2.14237  -0.005
H 0.55520 -1.11507 1.68730  -0.002
H 0.35947 1.20300 -1.10262  0.002